Record 1
{"formula": "C4H5NO", "method": "ωB97M-V/def2-TZVPD", "smiles": "CC1=CN1C=O", "spin_multiplicity": 1, "largest_force_ev_per_a": 1.062, "lumo_ev": 0.9168, "orbital_gap_ha": 0.3640, "species": ["H", "C", "C", "C", "H", "C", "H", "O", "H", "H", "N"], "positions_angstrom": [[-1.719, -1.220, 0.724], [-1.582, -0.424, -0.015], [1.694, -0.382, -0.565], [0.402, 1.273, 0.763], [-2.503, 0.173, -0.046], [-0.431, 0.411, 0.356], [0.580, 2.235, 1.204], [0.970, -0.591, -1.519], [-1.415, -0.868, -1.000], [2.741, -0.734, -0.552], [1.263, 0.125, 0.651]]}

=====

Record 2
{"formula": "C4H5NO", "method": "ωB97M-V/def2-TZVPD", "smiles": "C1=NO[C@@H]2C[C@H]12", "spin_multiplicity": 1, "largest_force_ev_per_a": 5.711, "lumo_ev": 1.0073, "orbital_gap_ha": 0.3794, "species": ["H", "C", "C", "H", "H", "C", "C", "H", "H", "N", "O"], "positions_angstrom": [[1.256, 1.605, -1.289], [0.883, 0.628, -0.980], [0.371, 0.518, 0.447], [-0.032, -1.474, 1.334], [0.673, 1.025, 1.318], [-0.072, -0.902, 0.512], [-1.089, 0.188, 0.375], [-1.708, 0.176, 1.235], [-1.603, 0.252, -0.476], [0.932, -0.502, -1.579], [0.389, -1.516, -0.897]]}

=====

Record 3
{"formula": "C4H5NO", "method": "ωB97M-V/def2-TZVPD", "spin_multiplicity": 1, "largest_force_ev_per_a": 1.137, "lumo_ev": 0.8947, "orbital_gap_ha": 0.3578, "species": ["C", "H", "N", "C", "O", "C", "H", "C", "H", "H", "H"], "positions_angstrom": [[1.115, 0.637, -0.105], [-1.897, 0.518, 0.822], [1.640, 1.746, -0.283], [0.783, -1.265, 0.200], [1.988, -0.644, 0.093], [-1.530, -0.132, 0.023], [-1.897, 0.233, -0.940], [-0.061, -0.239, 0.040], [0.643, -2.329, 0.372], [-1.915, -1.144, 0.186], [1.131, 2.619, -0.407]]}

=====

Record 4
{"formula": "C4H5NO", "method": "ωB97M-V/def2-TZVPD", "smiles": "[H]/N=C/OCC#C", "spin_multiplicity": 1, "largest_force_ev_per_a": 3.344, "lumo_ev": 1.0006, "orbital_gap_ha": 0.4030, "species": ["N", "C", "H", "H", "H", "C", "O", "H", "C", "C", "H"], "positions_angstrom": [[-1.917, -0.491, 0.136], [-1.612, 0.721, 0.034], [3.770, 0.466, 0.601], [0.089, -1.466, 0.199], [-2.845, -0.451, 0.492], [1.696, -0.152, 0.025], [-0.401, 0.909, -0.343], [0.270, -0.718, -1.409], [2.791, 0.171, 0.332], [0.398, -0.563, -0.351], [-2.238, 1.576, 0.285]]}

=====

Record 5
{"formula": "C4H5NO", "method": "ωB97M-V/def2-TZVPD", "spin_multiplicity": 1, "largest_force_ev_per_a": 0.557, "lumo_ev": 0.3709, "orbital_gap_ha": 0.3235, "species": ["N", "C", "C", "H", "H", "H", "H", "H", "O", "C", "C"], "positions_angstrom": [[-0.918, 0.610, 1.681], [0.517, 0.549, -0.475], [-0.218, -0.493, 1.727], [1.401, 0.540, 0.176], [1.337, -0.819, -2.021], [0.613, 1.368, -1.205], [-0.794, -1.289, 2.229], [-1.564, 1.197, -0.171], [-0.210, -1.677, -1.054], [-0.708, 0.772, 0.360], [0.544, -0.756, -1.247]]}

=====

Record 6
{"formula": "C4H5NO", "method": "ωB97M-V/def2-TZVPD", "spin_multiplicity": 1, "largest_force_ev_per_a": 1.918, "lumo_ev": 0.8599, "orbital_gap_ha": 0.3740, "species": ["C", "H", "H", "C", "N", "O", "H", "H", "C", "H", "C"], "positions_angstrom": [[-0.066, -0.017, -0.015], [1.601, -1.472, -0.122], [-1.851, -0.542, -1.114], [0.479, 1.119, 0.433], [1.036, -0.731, -0.598], [1.837, 1.111, 0.220], [-1.668, -1.383, 0.430], [-2.145, 0.322, 0.402], [-1.506, -0.429, -0.079], [0.089, 2.016, 0.887], [2.194, 0.006, -0.444]]}

=====

Record 7
{"formula": "C4H5NO", "method": "ωB97M-V/def2-TZVPD", "smiles": "Oc1ccc[nH]1", "spin_multiplicity": 1, "largest_force_ev_per_a": 1.824, "lumo_ev": 0.8214, "orbital_gap_ha": 0.3445, "species": ["C", "C", "H", "H", "C", "H", "H", "O", "H", "C", "N"], "positions_angstrom": [[0.256, -1.054, 0.220], [-1.316, 0.533, -0.148], [0.219, 1.437, 0.797], [0.745, -1.980, 0.468], [-1.155, -0.793, 0.084], [-1.936, -1.538, 0.160], [2.397, 0.551, -1.009], [2.193, 0.449, -0.068], [-2.225, 1.102, -0.311], [0.876, 0.120, -0.019], [-0.054, 1.174, -0.173]]}

=====

Record 8
{"formula": "C4H5NO", "method": "ωB97M-V/def2-TZVPD", "smiles": "O=C1CC=CN1", "spin_multiplicity": 1, "largest_force_ev_per_a": 4.734, "lumo_ev": 0.8422, "orbital_gap_ha": 0.3579, "species": ["C", "C", "C", "C", "H", "H", "H", "N", "H", "H", "O"], "positions_angstrom": [[0.758, 0.433, -0.639], [-0.366, -0.308, 1.261], [-0.370, -0.546, -1.014], [0.594, 0.580, 0.842], [-1.791, -1.466, 0.237], [1.248, 1.169, 1.489], [0.660, 1.365, -1.207], [-1.000, -0.854, 0.181], [-0.781, 0.610, 1.857], [1.728, -0.004, -0.905], [-0.679, -0.981, -2.099]]}

=====

Repeat the third record exactly.
{"formula": "C4H5NO", "method": "ωB97M-V/def2-TZVPD", "spin_multiplicity": 1, "largest_force_ev_per_a": 1.137, "lumo_ev": 0.8947, "orbital_gap_ha": 0.3578, "species": ["C", "H", "N", "C", "O", "C", "H", "C", "H", "H", "H"], "positions_angstrom": [[1.115, 0.637, -0.105], [-1.897, 0.518, 0.822], [1.640, 1.746, -0.283], [0.783, -1.265, 0.200], [1.988, -0.644, 0.093], [-1.530, -0.132, 0.023], [-1.897, 0.233, -0.940], [-0.061, -0.239, 0.040], [0.643, -2.329, 0.372], [-1.915, -1.144, 0.186], [1.131, 2.619, -0.407]]}